Density functional theory data (ωB97M-V/def2-TZVPD) for a structure of composition C32H29IIrNOS4 in a non-equilibrium geometry.

Element x y z (Å)
Ir (-0.3250, 0.1803, 0.2244)
I (-2.1222, 1.0065, -1.9059)
C (-1.9068, -0.9993, -2.6919)
C (-2.4137, -1.2043, -3.9444)
C (-2.3426, -2.4800, -4.5186)
C (-1.8223, -3.5131, -3.7945)
C (-1.3109, -3.3127, -2.4956)
C (-0.7848, -4.3946, -1.7626)
C (-0.2876, -4.1927, -0.5074)
C (-0.2594, -2.9029, 0.0424)
C (-0.7118, -1.7913, -0.6341)
C (-1.3076, -2.0046, -1.9090)
H (-2.8677, -0.3911, -4.4908)
H (-2.7074, -2.6346, -5.5231)
H (-1.7916, -4.5097, -4.2116)
H (-0.7730, -5.3727, -2.2239)
H (0.1115, -5.0131, 0.0704)
H (0.1615, -2.7892, 1.0307)
S (1.7853, -0.7932, 1.4669)
C (1.6833, -0.2732, 3.1128)
C (2.5545, -0.8361, 4.0548)
C (2.5518, -0.4078, 5.3634)
C (1.6619, 0.5849, 5.7715)
C (0.7774, 1.1270, 4.8688)
C (0.7801, 0.7242, 3.5314)
S (-0.3079, 1.5160, 2.4451)
H (3.2253, -1.6195, 3.7312)
H (3.2252, -0.8464, 6.0858)
H (1.6458, 0.9194, 6.7990)
H (0.0604, 1.8769, 5.1717)
N (0.6282, 2.1749, -0.3498)
S (1.7478, 2.6967, -1.3423)
C (3.2909, 2.0222, -0.6573)
C (4.3696, 1.7834, -1.4905)
C (5.5565, 1.3243, -0.9458)
C (5.6545, 1.1198, 0.4235)
C (4.5668, 1.3641, 1.2472)
C (3.3812, 1.8358, 0.7086)
C (1.5357, 1.5242, -2.7027)
C (1.1971, 2.0130, -3.9527)
C (0.8413, 1.1233, -4.9518)
C (0.8286, -0.2380, -4.6868)
C (1.1837, -0.7194, -3.4369)
C (1.5304, 0.1641, -2.4275)
H (0.0969, 2.9473, 0.0278)
H (4.2746, 1.9530, -2.5533)
H (6.4066, 1.1386, -1.5880)
H (6.5909, 0.7837, 0.8453)
H (4.6307, 1.1892, 2.3101)
H (2.5273, 2.0599, 1.3304)
H (1.2112, 3.0781, -4.1360)
H (0.5691, 1.4954, -5.9283)
H (0.5446, -0.9302, -5.4628)
H (1.1808, -1.7814, -3.2407)
H (1.8201, -0.2021, -1.4488)
O (-2.5639, -0.2813, 1.2515)
S (-2.9116, 1.1413, 1.4871)
C (-3.4764, 1.2047, 3.2319)
C (-4.8755, 0.6296, 3.2072)
C (-5.5949, 1.3260, 2.0565)
C (-4.6502, 1.3114, 0.8654)
H (-3.4504, 2.2534, 3.5254)
H (-2.7799, 0.6258, 3.8324)
H (-5.3901, 0.7763, 4.1571)
H (-4.8048, -0.4404, 3.0066)
H (-5.8243, 2.3545, 2.3387)
H (-6.5333, 0.8299, 1.8115)
H (-4.6836, 2.2277, 0.2807)
H (-4.8078, 0.4679, 0.2002)

Computed properties:
HOMO-LUMO gap (alpha / beta), eV: 6.079 / 5.582
LUMO energy (alpha / beta), eV: -0.4092 / -0.8890
HOMO energy (alpha / beta), eV: -6.489 / -6.471
Net charge: 0
2S+1: 1

***

Density functional theory data (ωB97M-V/def2-TZVPD) for a structure of composition CHBr2FS in a non-equilibrium geometry.

Element x y z (Å)
C (1.8662, -0.0339, 0.6888)
F (1.5521, -0.6225, 1.8366)
S (-2.2521, 0.0175, -0.8860)
Br (2.2616, -1.3842, -0.4570)
Br (-0.3740, 0.7840, -0.0571)
H (-3.0539, 1.2391, -1.1253)

Computed properties:
HOMO-LUMO gap, eV: 8.147
LUMO energy, eV: -1.2619
HOMO energy, eV: -9.409
Net charge: 0
2S+1: 1

***

Density functional theory data (ωB97M-V/def2-TZVPD) for a cluster of 5 separate species, C16H44N2O7 in total in a non-equilibrium geometry.

Element x y z (Å)
C (5.8323, 1.1433, 1.3661)
O (4.5818, 1.6699, 1.7469)
C (3.5309, 0.7467, 1.9457)
C (3.4476, -0.2520, 0.7119)
N (2.3262, -1.2029, 0.8505)
C (2.3863, -2.2054, -0.1573)
C (1.4184, -3.4152, 0.1953)
O (1.5871, -3.9195, 1.5165)
C (0.5962, -4.8043, 2.0095)
H (6.4716, 2.0260, 1.3769)
H (5.8390, 0.6740, 0.3823)
H (6.1611, 0.4726, 2.1599)
H (2.5827, 1.2812, 2.0030)
H (3.6839, 0.1229, 2.8263)
H (4.3729, -0.8211, 0.6222)
H (3.3180, 0.2607, -0.2412)
H (2.4754, -1.6694, 1.7338)
H (3.3958, -2.5977, -0.0343)
H (2.2192, -1.8123, -1.1601)
H (1.5081, -4.2339, -0.5187)
H (0.4196, -2.9863, 0.1136)
H (0.9200, -5.0557, 3.0194)
H (0.5488, -5.6794, 1.3613)
H (-0.3923, -4.3458, 2.0373)
C (-5.2070, 2.0435, 0.7544)
O (-3.8956, 2.5944, 0.6017)
C (-3.0612, 2.0938, -0.4523)
C (-1.7078, 2.8879, -0.5680)
N (-0.8028, 2.6136, 0.5585)
C (0.4693, 3.3949, 0.3523)
C (1.3884, 2.5694, -0.6504)
O (1.2362, 3.0722, -1.9927)
C (1.7317, 2.1781, -2.9629)
H (-5.8860, 1.8997, -0.0861)
H (-5.7053, 2.5208, 1.5982)
H (-4.9526, 1.0537, 1.1334)
H (-3.6271, 2.1500, -1.3822)
H (-2.7514, 1.0732, -0.2277)
H (-2.0571, 3.9110, -0.4287)
H (-1.1657, 2.7223, -1.4990)
H (-0.6410, 1.6369, 0.7585)
H (0.9698, 3.3939, 1.3206)
H (0.3313, 4.4649, 0.1970)
H (1.2259, 1.4926, -0.6022)
H (2.3827, 2.7211, -0.2301)
H (1.1867, 1.2707, -3.2233)
H (2.7766, 1.9321, -2.7738)
H (1.7321, 2.7047, -3.9172)
O (-0.4903, -0.3800, -0.1027)
H (-0.6041, -0.8028, -0.9539)
H (0.3457, -0.7149, 0.2217)
C (-3.4798, -1.5369, 3.0356)
C (-2.5831, -2.0612, 1.9198)
O (-3.0221, -1.3421, 0.7631)
H (-3.0929, -1.9136, 3.9824)
H (-4.5235, -1.8308, 2.9238)
H (-3.4673, -0.4474, 3.0032)
H (-2.7483, -3.1357, 1.8410)
H (-1.5490, -1.7704, 2.1049)
H (-2.2627, -0.9591, 0.3177)
C (-2.7264, -0.7220, -3.4670)
C (-1.3377, -0.1063, -3.3520)
O (-0.3695, -1.1210, -3.0651)
H (-2.6839, -1.4917, -4.2377)
H (-3.5220, -0.0700, -3.8275)
H (-2.9970, -1.2939, -2.5794)
H (-1.3433, 0.6935, -2.6114)
H (-1.0650, 0.2836, -4.3327)
H (0.3220, -1.0692, -3.7290)

Computed properties:
HOMO-LUMO gap, eV: 8.164
LUMO energy, eV: 0.3448
HOMO energy, eV: -7.819
Net charge: 0
2S+1: 1
SMILES: COCCNCCOC.COCCNCCOC.CCO.CCO.O

***

Density functional theory data (ωB97M-V/def2-TZVPD) for a structure of composition C38H28CoN3P2S2 in a non-equilibrium geometry.

Element x y z (Å)
Co (0.1666, 0.5450, 0.4051)
C (3.0040, 1.6069, -0.7389)
P (1.8322, 0.2364, -1.1325)
C (2.9112, -1.2283, -1.2530)
C (3.1078, -1.9734, -2.4104)
C (3.8994, -3.1183, -2.3883)
C (4.5125, -3.5205, -1.2117)
C (4.3461, -2.7628, -0.0592)
C (3.5461, -1.6288, -0.0759)
C (1.2289, 0.5854, -2.8149)
C (1.2133, 1.8969, -3.2972)
C (0.6598, 2.1844, -4.5406)
C (0.1115, 1.1690, -5.3117)
C (0.0925, -0.1304, -4.8244)
C (0.6326, -0.4182, -3.5783)
C (2.2173, 2.6409, 0.0016)
C (2.4358, 3.9847, 0.2455)
C (1.3715, 4.4223, 1.0831)
C (0.5698, 3.3172, 1.3034)
C (-0.6362, 3.1039, 2.1653)
P (-1.5251, 1.6326, 1.4941)
C (-2.2378, 0.7499, 2.9196)
C (-2.2666, 1.2628, 4.2106)
C (-2.7591, 0.4992, 5.2651)
C (-3.2324, -0.7828, 5.0329)
C (-3.2107, -1.3042, 3.7433)
C (-2.7074, -0.5478, 2.6944)
C (-2.9696, 2.3800, 0.6570)
C (-4.2757, 1.9392, 0.8280)
C (-5.3160, 2.5288, 0.1151)
C (-5.0590, 3.5566, -0.7783)
C (-3.7536, 3.9974, -0.9640)
C (-2.7150, 3.4072, -0.2559)
N (1.0734, 2.2338, 0.6386)
H (3.4895, 1.9875, -1.6358)
H (3.7809, 1.1684, -0.1103)
H (2.6505, -1.6645, -3.3432)
H (4.0240, -3.7001, -3.2932)
H (5.1085, -4.4261, -1.1885)
H (4.8172, -3.0718, 0.8660)
H (3.3764, -1.0757, 0.8406)
H (1.6040, 2.7064, -2.6899)
H (0.6515, 3.2073, -4.9004)
H (-0.3106, 1.3909, -6.2834)
H (-0.3616, -0.9224, -5.4054)
H (0.5649, -1.4253, -3.1835)
H (3.2589, 4.5787, -0.1263)
H (1.2158, 5.4189, 1.4731)
H (-1.2819, 3.9788, 2.2060)
H (-0.3364, 2.8566, 3.1850)
H (-1.9076, 2.2657, 4.4102)
H (-2.7673, 0.9099, 6.2685)
H (-3.6048, -1.3810, 5.8560)
H (-3.5544, -2.3143, 3.5576)
H (-2.6351, -0.9780, 1.6999)
H (-4.4880, 1.1399, 1.5261)
H (-6.3313, 2.1780, 0.2611)
H (-5.8714, 4.0127, -1.3315)
H (-3.5420, 4.7956, -1.6670)
H (-1.6930, 3.7447, -0.4127)
S (-1.0623, -1.1354, -0.6108)
C (-0.2087, -2.5398, 0.0222)
C (-0.2948, -3.7581, -0.6554)
C (0.3486, -4.9073, -0.2089)
C (0.2603, -6.1249, -0.9841)
N (0.1853, -7.0863, -1.6133)
C (1.0895, -4.8488, 0.9745)
C (1.1734, -3.6493, 1.6646)
C (0.5611, -2.4708, 1.2108)
S (0.7881, -0.9776, 2.0841)
C (1.7934, -6.0114, 1.4744)
N (2.3573, -6.9252, 1.8892)
H (-0.8763, -3.8052, -1.5691)
H (1.7602, -3.6054, 2.5754)

Computed properties:
HOMO-LUMO gap (alpha / beta), eV: 6.554 / 6.537
LUMO energy (alpha / beta), eV: 2.4925 / 2.4934
HOMO energy (alpha / beta), eV: -4.061 / -4.044
Net charge: -1
2S+1: 2

***

Quick rundown of energy above the lowest of the compared OMol25 structures with the same formula, charge and spin, same order as above: 87.2 68.4 0.0 0.0 kcal per mole
Quick rundown of DFT total energy, same order as above: -91469.497 -154687.236 -34613.693 -122210.365 eV